Entry 1:
Formula: C24H48O24
Source: the OMol25 dataset
Level of theory: ωB97M-V with the def2-TZVPD basis set

XYZ file:
```
96
Properties=species:S:1:pos:R:3:lowdin_charge:R:1
O 0.005 -0.045 -1.044 0.046
O 1.613 -1.873 -3.796 -0.030
O -0.916 2.189 -1.354 -0.045
O -0.461 -2.590 -4.144 0.026
O 5.713 -0.184 2.565 0.097
O -0.201 -6.301 -0.672 0.064
O -2.300 -2.563 1.207 0.034
O 0.363 1.115 0.742 -0.134
O -0.025 -0.321 -4.209 0.044
O 1.024 2.851 5.432 0.154
O 1.589 -0.771 0.412 0.108
O -4.633 2.270 0.305 -0.009
O 1.371 -6.378 -2.468 -0.024
O 3.503 0.261 2.586 -0.061
O 0.494 -4.505 -1.946 0.017
O -1.360 -2.342 -0.892 -0.076
O -2.656 3.392 -0.011 0.122
O -3.367 -1.559 -0.278 0.090
O -0.192 3.450 0.203 -0.047
O 1.001 3.450 3.108 -0.182
O -0.227 1.933 3.835 -0.068
O -2.838 1.415 1.096 0.046
O 0.311 4.102 -1.941 0.100
O 4.899 1.962 2.522 0.052
C 0.584 4.456 0.829 -0.027
C 2.732 -0.878 -4.016 0.045
C 0.741 0.027 0.063 -0.478
C 0.500 -5.809 -1.583 -0.523
C -2.311 -2.238 -0.110 -0.465
C -1.793 -2.451 -4.517 -0.042
C -1.232 -3.400 1.680 -0.002
C -0.536 -3.598 -1.379 -0.169
C -0.248 3.351 -1.113 -0.513
C 0.314 -1.028 -1.946 -0.037
C 0.683 2.771 4.252 -0.513
C -5.442 3.191 -0.425 -0.047
C 1.873 4.588 3.265 -0.019
C -1.443 1.239 1.278 -0.057
C 4.790 0.655 2.611 -0.540
C 3.792 2.895 2.511 -0.032
C -0.953 1.188 4.809 0.013
C -1.080 1.799 -2.710 -0.022
C 0.348 -1.506 -4.108 -0.585
C 1.518 -7.793 -2.476 -0.066
C 3.158 -1.062 2.248 -0.066
C -3.303 2.440 0.417 -0.563
C 0.981 1.569 1.937 -0.019
C -3.464 -0.572 -1.325 0.045
H -0.292 -2.543 -1.503 -0.057
H 2.346 -8.087 -3.121 0.087
H -1.246 0.721 -2.716 0.065
H 2.048 4.824 4.314 0.129
H 0.601 -8.215 -2.887 0.091
H 3.620 -1.332 1.298 0.106
H -0.437 0.284 5.130 0.113
H -1.933 0.981 4.379 0.107
H 1.638 4.399 0.554 0.116
H 3.001 -0.974 -5.068 0.095
H -1.353 -3.459 2.762 0.105
H -1.382 0.612 2.168 0.122
H 3.667 -1.103 -3.503 0.102
H -2.909 0.322 -1.043 0.081
H -0.300 -0.953 -2.843 0.060
H -1.463 -3.858 -1.891 0.157
H -1.885 -2.246 -5.584 0.105
H 0.479 4.334 1.907 0.051
H -0.904 0.760 0.461 0.066
H 1.352 -1.012 -2.277 0.126
H -0.904 2.154 1.524 0.113
H -2.969 -0.977 -2.208 0.076
H 3.318 2.899 1.530 0.121
H 1.255 2.624 1.943 0.053
H 1.412 5.435 2.757 0.109
H -0.357 -2.769 1.520 0.101
H 1.869 0.986 2.182 0.098
H 3.459 -1.843 2.946 0.101
H -2.417 -1.726 -3.994 0.083
H -2.288 -3.414 -4.388 0.107
H -0.183 1.913 -3.320 0.098
H -6.413 3.145 0.068 0.087
H 0.301 1.322 2.752 0.036
H 0.241 5.457 0.569 0.120
H 3.051 2.630 3.266 0.093
H -5.119 4.231 -0.373 0.095
H -0.615 -3.730 -0.300 0.092
H -1.824 2.410 -3.220 0.113
H 2.078 -1.138 2.120 0.073
H 4.178 3.865 2.826 0.108
H -4.479 -0.217 -1.507 0.111
H -5.714 2.903 -1.440 0.088
H 0.052 -1.972 -1.469 0.025
H 2.394 0.143 -3.840 0.097
H -1.172 -4.345 1.139 0.099
H -1.184 1.686 5.750 0.104
H 1.692 -8.276 -1.514 0.090
H 2.775 4.355 2.699 0.038
```

relative energy (zero: lowest compared OMol25 entry of this formula, charge and spin) = 626.8 kcal/mol
E = -2748.0985 Eh
HOMO = -7.97 eV
LUMO energy = 0.32 eV
Kohn-Sham gap = 8.283 eV

---

Entry 2:
Formula: C3H2BrClN2O
Source: the OMol25 dataset
Level of theory: ωB97M-V with the def2-TZVPD basis set

XYZ file:
```
10
Properties=species:S:1:pos:R:3:lowdin_charge:R:1
Br 1.990 -0.801 -0.731 0.855
Cl 0.385 1.246 -2.220 0.720
O -0.377 1.849 0.684 0.108
N -2.214 -1.614 -1.798 -0.010
N 0.372 -0.001 1.607 0.114
C 0.065 0.765 0.504 -0.724
C -1.322 -1.056 -1.368 -0.199
C 0.490 0.279 -0.815 -1.081
H -0.074 0.348 2.409 0.090
H 0.685 -1.015 1.727 0.127
```

relative energy (zero: lowest compared OMol25 entry of this formula, charge and spin) = 42.2 kcal/mol
E = -3334.3477 Eh
HOMO = -10.85 eV
LUMO energy = -2.43 eV
Kohn-Sham gap = 8.417 eV

---

Entry 3:
Formula: C2H6N2O
Source: the OMol25 dataset
Level of theory: ωB97M-V with the def2-TZVPD basis set

XYZ file:
```
11
Properties=species:S:1:pos:R:3:lowdin_charge:R:1
O -2.147 0.127 -1.145 -0.033
N 1.688 1.056 -0.399 0.011
N 0.024 0.210 1.052 0.085
C 1.340 0.445 0.696 -0.360
C -1.630 -0.970 -1.321 -0.114
H -0.200 -0.291 1.890 0.085
H 2.438 1.742 -0.191 0.037
H 2.119 0.203 1.365 0.088
H -0.807 0.514 0.590 0.057
H -0.661 -1.113 -0.892 0.042
H -2.164 -1.923 -1.646 0.099
```

relative energy (zero: lowest compared OMol25 entry of this formula, charge and spin) = 63.8 kcal/mol
structure (SMILES) = [H]/N=C/N.C=O
E = -264.4856 Eh
HOMO = -8.66 eV
LUMO energy = 0.60 eV
Kohn-Sham gap = 9.252 eV

---

Entry 4:
Formula: C28H30N8O6
Source: the OMol25 dataset
Level of theory: ωB97M-V with the def2-TZVPD basis set

XYZ file:
```
72
Properties=species:S:1:pos:R:3:lowdin_charge:R:1
O 1.606 -3.463 -3.218 0.049
O -0.332 0.503 4.241 0.012
O 0.148 -2.607 -4.609 0.105
O -2.401 1.353 4.164 0.066
O 2.763 1.318 0.815 0.086
O 4.795 0.978 0.190 0.067
N -5.919 0.545 -3.350 0.112
N 1.067 -2.534 -3.870 -0.342
N 3.923 1.138 1.037 -0.339
N 0.002 3.548 3.083 0.157
N -1.388 0.859 3.642 -0.303
N -1.824 -2.980 -0.089 0.159
N -5.990 -4.381 -1.941 0.124
N -2.785 -1.368 -3.964 0.141
C -3.670 2.033 -3.539 -0.067
C -0.353 0.347 -0.006 -0.047
C 0.757 -0.097 -3.847 -0.006
C 2.523 1.332 -2.994 -0.056
C 6.206 1.478 4.098 -0.061
C -2.637 0.763 1.453 0.015
C -1.610 0.356 -0.666 -0.098
C -4.932 1.177 -3.420 -0.255
C -1.419 0.747 2.147 -0.138
C 0.639 -2.629 0.675 -0.050
C -5.850 -3.346 -1.402 -0.272
C 2.912 -0.978 -3.398 -0.026
C 3.398 0.220 -2.931 -0.047
C 5.270 1.453 5.113 -0.074
C 0.379 3.547 4.187 -0.270
C 0.947 3.458 5.524 -0.060
C 3.473 1.123 3.540 -0.004
C -5.704 -2.083 -0.694 -0.075
C 4.388 1.270 2.468 -0.103
C 3.909 1.191 4.852 -0.069
C -0.736 -2.815 0.253 -0.291
C -2.896 -3.969 -3.477 -0.068
C -0.228 0.492 1.422 -0.005
C -2.883 -2.508 -3.757 -0.235
C 5.744 1.484 2.759 0.004
C -2.719 0.614 0.050 -0.083
C 1.593 -1.195 -3.702 -0.171
C 1.256 1.155 -3.527 -0.083
H -2.805 1.631 -3.010 0.038
H 3.266 1.038 5.707 0.107
H -3.839 3.085 -3.311 0.075
H 4.444 0.427 -2.760 0.106
H 0.662 2.041 -3.698 0.106
H 0.703 0.475 1.968 0.075
H 1.174 -2.150 -0.145 0.079
H 0.434 2.655 6.055 0.086
H -6.669 -1.601 -0.853 0.083
H -3.412 -4.194 -2.544 0.040
H -1.747 0.074 -1.699 0.080
H 0.877 -3.692 0.729 0.092
H 2.445 0.956 3.257 0.092
H -3.395 1.983 -4.592 0.071
H -3.447 -4.567 -4.203 0.082
H -5.482 -2.159 0.371 0.083
H 0.460 0.022 -0.639 0.084
H 3.555 -1.845 -3.434 0.121
H 0.636 -2.121 1.639 0.084
H -1.890 -4.379 -3.393 0.073
H -4.859 -1.526 -1.098 0.053
H 6.483 1.617 1.983 0.112
H -3.582 0.974 1.931 0.113
H 2.011 3.251 5.407 0.062
H -3.654 0.715 -0.481 0.098
H 7.264 1.559 4.301 0.107
H 2.665 2.359 -2.691 0.109
H 5.634 1.599 6.119 0.105
H -0.248 -0.186 -4.234 0.100
H 0.893 4.435 6.003 0.085
```

relative energy (zero: lowest compared OMol25 entry of this formula, charge and spin) = 11.9 kcal/mol
structure (SMILES) = O=[N+]([O-])c1ccccc1.O=[N+]([O-])c1ccccc1.O=[N+]([O-])c1ccccc1.CC#N.CC#N.CC#N.CC#N.CC#N
E = -1974.0761 Eh
HOMO = -9.75 eV
LUMO energy = -0.86 eV
Kohn-Sham gap = 8.890 eV

---

Entry 5:
Formula: C22H30F5N4O3RuS2Te
Source: the OMol25 dataset
Level of theory: ωB97M-V with the def2-TZVPD basis set

XYZ file:
```
68
Properties=species:S:1:pos:R:3:lowdin_spin:R:1
Te 1.836 -2.954 -0.355 0.043
Ru -0.439 -1.010 -1.206 2.904
S 0.049 2.477 -1.888 0.029
S 0.562 -0.545 2.605 0.014
F 1.661 -3.921 -1.927 0.007
F 4.626 -0.754 2.198 0.000
F 2.985 -4.485 0.248 0.045
F -0.523 -2.916 -0.809 0.120
F 3.636 -2.431 -0.820 -0.002
O 1.470 -1.297 -1.272 0.417
O -0.299 0.990 -1.663 0.157
O 0.230 -1.197 1.277 0.064
N -4.590 0.061 -1.828 0.040
N -4.307 -2.165 -2.600 0.026
N -2.496 -1.091 -1.391 0.018
N -4.549 -1.747 -0.277 0.031
C -4.916 -0.872 -2.917 0.002
C 4.361 3.435 -0.814 0.000
C 2.681 1.788 -1.321 0.001
C 1.743 2.805 -1.399 0.007
C 3.994 2.109 -1.002 0.000
C -3.137 -1.638 -0.114 0.010
C -3.178 0.233 -1.716 0.010
C -5.150 -0.442 -0.567 0.003
C 3.416 4.448 -0.928 0.000
C 0.648 1.265 2.259 0.003
C -0.386 3.119 0.889 0.002
C 2.710 -1.198 4.267 0.001
C -0.890 3.325 -0.533 0.012
C -2.888 -2.068 -2.515 0.013
C 3.706 -2.054 4.560 0.000
C 2.102 4.140 -1.241 0.001
C 3.217 -0.568 1.929 0.000
C 4.976 -2.225 2.435 0.000
C 2.374 -0.755 2.928 0.001
C 4.557 -2.707 3.577 0.000
C -0.551 1.681 1.420 0.001
C -4.880 -2.688 -1.356 0.002
H 4.745 1.330 -0.957 0.000
H 4.863 -3.731 3.782 0.000
H 3.827 -2.378 5.586 0.000
H -4.934 0.258 0.241 0.000
H 1.379 4.938 -1.362 0.000
H -2.712 -2.620 0.093 0.001
H -2.465 -3.049 -2.290 0.001
H -2.904 -0.962 0.713 0.002
H -2.481 -1.702 -3.460 0.003
H -0.861 4.383 -0.799 0.000
H -5.995 -0.983 -2.995 0.000
H 0.660 3.421 0.948 0.000
H 3.088 -0.191 0.928 0.000
H -6.229 -0.548 -0.659 0.000
H -2.964 0.939 -0.910 0.001
H -5.961 -2.764 -1.453 0.000
H -1.914 2.974 -0.669 0.000
H -1.464 1.593 2.013 0.000
H -0.942 3.803 1.532 0.000
H -0.640 0.991 0.585 0.002
H 5.394 3.687 -0.616 0.000
H 2.050 -0.862 5.059 0.000
H 3.705 5.482 -0.796 0.000
H -4.534 -0.493 -3.866 0.000
H 5.536 -2.598 1.592 0.000
H -4.476 -3.677 -1.136 0.001
H 2.402 0.770 -1.540 0.000
H 1.583 1.461 1.732 0.000
H 0.656 1.769 3.228 0.000
H -2.775 0.613 -2.655 0.001
```

net charge = +3
2S+1 = 5
E = -2958.3852 Eh
HOMO (alpha / beta) = -16.95 / -16.77 eV
LUMO energy (alpha / beta) = -10.42 / -12.35 eV
Kohn-Sham gap (alpha / beta) = 6.525 / 4.415 eV

---

Entry 6:
Formula: C2H3F2N
Source: the OMol25 dataset
Level of theory: ωB97M-V with the def2-TZVPD basis set

XYZ file:
```
8
Properties=species:S:1:pos:R:3:lowdin_charge:R:1
F 1.284 1.644 -0.738 -0.049
F -1.671 -1.234 -0.575 0.022
N 0.398 -1.746 0.363 0.152
C -0.465 -0.988 -0.016 -0.238
C 0.186 1.687 0.055 0.019
H 0.561 -2.679 0.202 0.035
H 0.359 1.989 1.085 0.074
H -0.654 1.327 -0.378 -0.015
```

relative energy (zero: lowest compared OMol25 entry of this formula, charge and spin) = 92.9 kcal/mol
E = -332.3097 Eh
HOMO (alpha / beta) = -8.58 / -9.32 eV
LUMO energy (alpha / beta) = -0.70 / 0.38 eV
Kohn-Sham gap (alpha / beta) = 7.878 / 9.705 eV

---

Entry 7:
Formula: C26H42N5O4PS2SiSr
Source: the OMol25 dataset
Level of theory: ωB97M-V with the def2-TZVPD basis set

XYZ file:
```
82
Properties=species:S:1:pos:R:3:lowdin_charge:R:1
Sr 0.725 -0.351 -0.627 1.372
S 2.765 -3.077 2.720 0.411
S -1.022 -2.512 -0.250 0.494
P -2.300 1.656 -1.222 0.527
Si -2.131 -4.500 2.190 0.500
O 4.047 -3.714 2.934 -0.324
O 2.453 -2.007 3.651 -0.340
O -0.842 1.283 -1.242 -0.489
O 1.666 -3.985 2.432 -0.334
N 3.290 -0.030 -2.414 0.070
N -3.185 1.197 0.075 -0.169
N -2.438 3.289 -1.231 -0.182
N -0.179 -0.849 1.672 -0.110
N -3.016 1.022 -2.556 -0.186
C -3.634 4.043 -0.819 -0.197
C -2.883 1.686 1.438 -0.169
C -3.822 -4.205 1.421 -0.184
C -3.987 -0.751 -3.764 -0.164
C 3.490 -0.899 1.170 -0.056
C 2.771 -2.832 -0.056 -0.060
C -4.302 1.510 -3.068 -0.194
C 2.986 -2.155 -1.255 -0.096
C -2.690 -0.315 -3.088 -0.188
C -2.406 -5.260 3.885 -0.187
C -1.107 -5.682 1.175 -0.183
C -3.657 5.232 -1.773 -0.170
C 3.689 -0.209 -0.020 -0.090
C -3.460 0.612 2.359 -0.149
C 3.011 -2.205 1.160 -0.257
C -2.172 5.497 -2.013 -0.169
C 3.418 -0.828 -1.243 -0.444
C -4.567 -0.023 1.520 -0.150
C -1.119 -2.348 3.772 -0.066
C -1.305 -2.824 2.482 -0.255
C -0.007 -0.441 2.935 -0.179
C -3.943 -0.074 0.132 -0.174
C -1.589 4.091 -2.130 -0.188
C -4.595 0.569 -4.234 -0.164
C -0.817 -2.017 1.434 -0.757
C -0.481 -1.138 4.016 -0.073
H -3.733 -3.689 0.463 0.002
H -2.385 -0.999 -2.294 0.057
H 3.668 -0.425 2.127 0.124
H -4.686 -0.113 -0.664 0.104
H -5.092 1.443 -2.311 0.109
H -4.533 3.430 -0.874 0.107
H -4.190 6.087 -1.358 0.112
H -1.741 6.008 -1.149 0.115
H -4.225 2.554 -3.379 0.104
H -5.658 0.504 -4.456 0.112
H 3.907 0.771 -2.416 0.092
H -3.038 -4.640 4.523 0.028
H -1.663 3.723 -3.160 0.116
H -1.875 -0.238 -3.814 0.118
H -3.277 -0.937 0.042 0.067
H 2.754 -2.633 -2.201 0.121
H -3.812 1.028 3.302 0.117
H -1.809 1.814 1.585 0.108
H -3.526 4.384 0.215 0.107
H 4.014 0.827 -0.009 0.117
H -1.459 -2.938 4.614 0.097
H -1.456 -6.705 1.338 0.030
H -4.451 -3.609 2.086 0.020
H -2.901 -6.228 3.774 0.030
H -3.370 2.653 1.599 0.100
H -3.815 -1.459 -4.573 0.113
H -4.644 -1.228 -3.033 0.112
H -0.063 -5.602 1.491 0.024
H -4.854 -1.012 1.872 0.105
H 2.374 -3.838 -0.055 0.127
H -4.080 0.921 -5.131 0.115
H -0.297 -0.784 5.019 0.110
H -1.975 6.101 -2.897 0.111
H -1.166 -5.453 0.112 0.002
H -4.144 4.953 -2.711 0.106
H -4.332 -5.157 1.248 0.028
H -1.458 -5.431 4.400 0.041
H -0.545 4.033 -1.826 0.110
H 3.407 -0.552 -3.272 0.092
H 0.550 0.480 3.069 0.115
H -5.456 0.614 1.508 0.114
H -2.700 -0.135 2.583 0.084
```

relative energy (zero: lowest compared OMol25 entry of this formula, charge and spin) = 0.0 kcal/mol
E = -3048.8762 Eh
HOMO = -7.32 eV
LUMO energy = -0.37 eV
Kohn-Sham gap = 6.951 eV

---

Entry 8:
Formula: C17H19BeNS
Source: the OMol25 dataset
Level of theory: ωB97M-V with the def2-TZVPD basis set

XYZ file:
```
39
Properties=species:S:1:pos:R:3:lowdin_charge:R:1
S 1.462 -2.035 3.836 1.013
N -1.015 0.614 2.122 0.019
C 0.108 1.073 4.189 0.002
C 0.240 -3.185 1.821 -0.168
C -0.365 2.382 4.139 -0.033
C 2.131 0.224 -2.728 -0.132
C 1.367 1.364 -2.137 -0.186
C 1.669 -0.926 -3.226 -0.120
C -0.228 -1.858 1.843 -0.196
C 0.279 -1.145 2.908 -0.522
C -1.205 2.779 3.086 -0.044
C 1.164 -3.437 2.852 -0.382
C -0.025 1.672 -2.778 -0.269
C 0.206 -1.242 -3.399 -0.200
C -0.179 0.207 3.126 -0.234
C -0.582 -1.343 -2.072 -0.188
C -1.509 1.865 2.075 -0.049
C -1.157 1.198 -2.020 -0.227
C -1.449 -0.148 -1.593 -0.289
Be -1.061 -0.598 1.048 0.380
H 3.216 0.399 -2.790 0.095
H -0.139 2.773 -2.788 0.104
H 1.974 2.267 -2.319 0.097
H -0.108 -3.907 1.096 0.096
H 0.181 -2.245 -3.868 0.103
H 2.370 -1.725 -3.499 0.097
H -1.268 -2.210 -2.167 0.105
H 0.689 0.699 5.027 0.114
H -2.497 -0.390 -1.882 0.114
H -1.607 3.788 3.015 0.109
H -0.040 1.349 -3.818 0.088
H 1.683 -4.371 3.058 0.063
H -1.750 1.967 -1.518 0.062
H -1.479 -0.179 -0.351 0.024
H 1.293 1.289 -1.034 0.115
H -0.288 -0.554 -4.098 0.105
H 0.108 -1.609 -1.251 0.092
H -2.126 2.089 1.207 0.123
H -0.065 3.111 4.888 0.115
```

relative energy (zero: lowest compared OMol25 entry of this formula, charge and spin) = 11.1 kcal/mol
E = -1126.7232 Eh
HOMO (alpha / beta) = -4.97 / -4.95 eV
LUMO energy (alpha / beta) = -0.93 / -0.93 eV
Kohn-Sham gap (alpha / beta) = 4.043 / 4.018 eV

---

Among the records above, which one has the highest E? C2H6N2O

---

Which formula does entry 8 have? C17H19BeNS